# 1
2 unconnected molecules or ions with the total composition C4H12 in a non-equilibrium geometry. Source: OMol25; level of theory: ωB97M-V/def2-TZVPD.

```
16
Properties=species:S:1:pos:R:3:forces:R:3
C -1.865682 0.424918 -2.094879 -0.1 0.1 0.4
C 1.465909 -0.074957 1.827239 0.0 0.6 -1.0
H -2.922988 0.517604 -1.847256 0.0 0.1 -0.1
C -0.975654 1.147697 -1.103186 0.9 0.5 0.3
H -1.630083 -0.630919 -2.049526 0.0 -0.3 -0.2
H -1.005829 2.240991 -1.104717 -0.5 0.0 -0.3
H -1.146353 0.858612 -0.069571 -0.2 -0.2 0.1
H -1.700049 0.784686 -3.102687 0.0 0.0 -0.2
H 0.593373 -1.645399 0.582024 0.0 0.1 0.0
H 0.996535 -2.170126 2.196650 0.0 0.0 0.0
H 2.234640 -1.920132 1.020030 1.3 -0.4 -0.4
H 0.614589 0.566453 1.591004 -0.4 -0.4 0.2
H 1.699357 0.102251 2.865773 0.2 -0.3 0.3
C 1.328180 -1.524610 1.379677 -1.5 0.1 0.8
H 0.082021 0.941697 -1.302983 -0.1 -0.2 0.0
H 2.232032 0.381235 1.212408 0.5 0.2 0.1
```
Forces are in eV/Å.

- SMILES = CC.CC
- relative energy (zero: lowest compared OMol25 entry of this formula, charge and spin) (kJ/mol) = 19.7
- charge = 0
- HOMO-LUMO gap (eV) = 12.9



# 2
2 unconnected molecules or ions with the total composition C4H12 in a non-equilibrium geometry. Source: OMol25; level of theory: ωB97M-V/def2-TZVPD.

```
16
Properties=species:S:1:pos:R:3:forces:R:3
H -2.286847 -0.585838 1.789848 0.2 0.3 0.9
H 0.690588 2.323455 0.098644 -0.4 -0.3 -0.3
C 1.241919 0.979364 -1.646512 0.3 0.4 0.2
H 2.259222 0.686244 -1.932289 -0.1 0.5 -0.1
C -1.227578 -0.673338 1.544223 -1.5 -0.8 -2.3
H -2.195142 -1.445882 -0.326028 0.2 0.2 -0.4
C 1.214618 1.405622 -0.166776 1.0 -0.8 0.1
H -0.633173 -1.147949 2.305494 0.2 0.2 0.4
C -1.307232 -1.591978 0.270807 1.7 -1.4 1.9
H 0.877254 1.826487 -2.224981 0.2 -0.3 -0.5
H 0.881903 0.556798 0.423850 -0.2 0.3 0.3
H 0.689737 0.073364 -1.871360 -0.6 0.1 0.1
H 2.246125 1.577107 0.145497 0.0 0.1 0.1
H -1.238451 -2.646121 0.611369 -1.0 0.3 0.0
H -0.881547 0.286641 1.190273 0.2 0.3 0.6
H -0.331393 -1.623973 -0.212061 -0.2 0.8 -0.9
```
Forces are in eV/Å.

- SMILES = CC.CC
- relative energy (zero: lowest compared OMol25 entry of this formula, charge and spin) (kJ/mol) = 65.8
- charge = 0
- HOMO-LUMO gap (eV) = 12.5



# 3
2 unconnected molecules or ions with the total composition C4H12 in a non-equilibrium geometry. Source: OMol25; level of theory: ωB97M-V/def2-TZVPD.

```
16
Properties=species:S:1:pos:R:3:forces:R:3
C 2.966090 3.848491 -0.030654 -1.5 1.1 0.0
C 3.138515 5.372183 0.090502 1.1 -0.5 -1.0
H 3.896942 5.700120 -0.636694 0.0 -0.1 0.2
H -1.586266 -4.937033 0.378103 0.0 0.0 0.1
H 2.429444 3.617936 -0.951607 0.7 -0.2 -0.4
H -4.295052 -3.822755 -0.354077 -0.6 -0.2 -0.1
H -2.027118 -4.020454 -1.028356 -0.1 0.1 -0.2
H -2.468010 -5.729022 -0.876624 -0.1 0.0 -0.3
H 3.558374 5.619207 1.068891 -0.6 0.3 0.0
C -2.386122 -4.785296 -0.348980 0.2 -0.1 0.7
H -4.224832 -5.372006 0.600065 -0.3 0.3 -0.2
H 2.247181 5.906254 -0.236837 -0.2 0.1 0.7
H 2.191574 3.560104 0.685216 0.6 -0.4 0.5
H -3.630558 -3.856895 1.239859 0.3 0.1 0.1
C -3.722911 -4.439429 0.327678 0.5 -0.2 -0.2
H 3.912747 3.338591 0.073515 -0.1 -0.4 0.1
```
Forces are in eV/Å.

- SMILES = CC.CC
- relative energy (zero: lowest compared OMol25 entry of this formula, charge and spin) (kJ/mol) = 31.4
- charge = 0
- HOMO-LUMO gap (eV) = 12.9



# 4
2 unconnected molecules or ions with the total composition C4H12 in a non-equilibrium geometry. Source: OMol25; level of theory: ωB97M-V/def2-TZVPD.

```
16
Properties=species:S:1:pos:R:3:forces:R:3
C -1.188547 1.975376 0.285290 0.8 -1.0 1.3
H -0.107612 1.887137 2.276795 0.1 0.1 -0.3
H -0.226793 -1.953416 -0.346717 -0.1 0.1 -0.1
H 2.579978 -2.119233 -1.722074 -0.3 0.4 0.0
H 1.615107 -3.497547 -1.303950 -0.3 0.2 -0.1
H 0.102407 -1.571962 -2.100482 -0.4 -0.4 0.3
C -1.073278 2.092457 1.820060 -0.7 -0.1 -0.3
H 0.738847 -0.549556 -0.922499 0.0 -0.1 0.5
H -0.991794 0.954130 -0.050514 0.1 0.0 0.1
C 0.497306 -1.606393 -1.077586 0.7 0.6 -1.2
H -0.436862 2.607811 -0.171817 -0.4 0.4 -0.4
H 2.177355 -2.471258 -0.062557 0.3 0.2 0.4
C 1.769329 -2.437669 -1.062060 0.3 -0.9 0.2
H -1.423855 3.083264 2.082003 0.3 0.4 0.3
H -2.224069 2.162895 0.064638 -0.2 0.6 -0.7
H -1.807521 1.443966 2.291468 0.0 -0.3 0.1
```
Forces are in eV/Å.

- SMILES = CC.CC
- relative energy (zero: lowest compared OMol25 entry of this formula, charge and spin) (kJ/mol) = 24.2
- charge = 0
- HOMO-LUMO gap (eV) = 12.7